Entry 1:
The following is a DFT calculation (wB97M-V/def2-TZVPD) of C2H6I2N3 as an isolated structure at a distorted geometry.

Each line ends with the Mulliken charge.
CARTESIAN COORDINATES (ANGSTROEM)
1 C 0.14 -1.27 -2.57  0.369
2 C -0.98 1.08 0.85  0.321
3 N 1.22 -1.03 -2.95  -0.143
4 N -0.50 0.09 0.21  -0.379
5 N -0.79 -1.49 -1.71  -0.568
6 I 0.91 -0.97 1.29  0.237
7 I 0.81 2.24 4.23  -0.028
8 H -1.86 1.57 0.35  0.242
9 H -0.73 1.44 1.81  -0.189
10 H 2.18 1.71 4.63  0.109
11 H 2.01 -0.67 -3.41  0.314
12 H -0.85 -0.50 -0.84  0.469
13 H -1.56 -2.20 -1.90  0.245

Properties
* lowest unoccupied orbital energy: -0.159 hartree
* net charge: +1
* spin multiplicity: 1
* HOMO-LUMO gap: 8.49 eV

---

Entry 2:
The following is a DFT calculation (wB97M-V/def2-TZVPD) of C2H6IN as an isolated structure at a distorted geometry.

Each line ends with the Mulliken charge.
CARTESIAN COORDINATES (ANGSTROEM)
1 C 0.78 1.48 0.27  -0.654
2 C -0.16 -1.35 -0.15  -0.806
3 N -0.85 -0.20 0.44  -0.410
4 I -2.56 -0.01 -0.57  0.100
5 H 1.13 1.50 1.37  0.228
6 H 1.49 1.15 -0.49  0.276
7 H 0.29 2.38 0.01  0.283
8 H 0.77 -1.44 0.29  0.336
9 H -0.86 -2.30 0.10  0.310
10 H -0.04 -1.21 -1.27  0.338

Properties
* lowest unoccupied orbital energy (spin up / spin down): -0.020 / -0.009 hartree
* net charge: 0
* spin multiplicity: 1
* HOMO-LUMO gap (spin up / spin down): 7.82 / 8.45 eV

---

Entry 3:
The following is a DFT calculation (wB97M-V/def2-TZVPD) of a 2-piece molecular cluster, C2H6IN2S overall at a distorted geometry.

Each line ends with the Mulliken charge.
CARTESIAN COORDINATES (ANGSTROEM)
1 C -0.30 -1.30 -0.21  0.524
2 C 2.16 -1.74 0.46  -0.723
3 N -0.82 -0.34 -0.68  -0.312
4 N -1.75 2.11 -0.53  -0.952
5 S 0.54 -2.58 0.42  0.000
6 I -2.77 2.75 1.25  0.294
7 H 2.66 -2.13 1.35  0.329
8 H 1.81 -0.70 0.67  0.257
9 H 2.80 -1.85 -0.40  0.309
10 H -2.25 2.50 -1.31  0.350
11 H -1.26 0.78 -0.48  0.551
12 H -0.82 2.51 -0.55  0.373

Properties
* lowest unoccupied orbital energy: -0.171 hartree
* net charge: +1
* spin multiplicity: 1
* HOMO-LUMO gap: 9.06 eV

---

Entry 4:
The following is a DFT calculation (wB97M-V/def2-TZVPD) of a 2-piece molecular cluster, C2H6IO2 overall at a distorted geometry.

Each line ends with the Mulliken charge.
CARTESIAN COORDINATES (ANGSTROEM)
1 I 4.66 0.77 4.13  -0.999
2 C -1.09 0.27 -0.63  -0.276
3 C -0.09 -0.90 -0.72  -0.492
4 O 0.37 -1.22 0.60  -0.519
5 O -0.38 1.46 -0.17  -0.502
6 H -1.95 -0.07 -0.06  0.269
7 H -1.53 0.48 -1.60  0.312
8 H 0.77 -0.72 -1.37  0.296
9 H -0.61 -1.80 -1.03  0.296
10 H 0.85 -0.45 0.92  0.338
11 H -0.99 2.19 -0.08  0.278

Properties
* lowest unoccupied orbital energy: 0.098 hartree
* net charge: -1
* spin multiplicity: 1
* HOMO-LUMO gap: 5.81 eV

---

Entry 5:
The following is a DFT calculation (wB97M-V/def2-TZVPD) of a 2-piece molecular cluster, C2H6IOP overall at a distorted geometry.

Each line ends with the Mulliken charge.
CARTESIAN COORDINATES (ANGSTROEM)
1 C -0.51 0.58 -0.06  -1.135
2 C -0.42 -0.42 -0.86  0.248
3 O -0.88 -1.69 -0.81  -0.422
4 H -0.96 0.50 0.95  0.437
5 H 0.24 1.34 -0.10  0.310
6 H -0.24 -0.28 -1.96  0.258
7 H -1.10 -2.14 -0.05  0.283
8 P -3.42 1.98 0.16  -0.140
9 I -4.06 -0.44 -0.05  -0.066
10 H -2.29 1.75 -0.68  0.128
11 H -4.38 2.43 -0.82  0.098

Properties
* lowest unoccupied orbital energy: -0.011 hartree
* SMILES string: C=CO.PI
* net charge: 0
* spin multiplicity: 1
* HOMO-LUMO gap: 8.72 eV

---

Entry 6:
The following is a DFT calculation (wB97M-V/def2-TZVPD) of C2H6MnO9 as an isolated structure at a distorted geometry.

Each line ends with the Mulliken charge.
CARTESIAN COORDINATES (ANGSTROEM)
1 Mn 0.02 -0.03 0.33  0.636
2 C 1.05 -2.41 0.34  0.914
3 O 0.24 -2.05 -0.59  -0.677
4 O 1.41 -3.61 0.52  -0.816
5 O 1.00 -1.55 1.36  -0.782
6 C -0.91 0.75 -2.56  0.540
7 O -1.31 -0.42 -2.90  -0.763
8 O -0.80 1.68 -3.44  -0.859
9 O -0.67 1.03 -1.30  -0.602
10 O -2.03 -0.44 0.80  -0.387
11 H -2.58 -0.46 1.58  0.219
12 H -2.62 -0.21 0.06  0.297
13 O 0.00 1.32 1.92  -0.303
14 H -0.48 1.18 2.75  0.233
15 H 0.55 2.10 2.07  0.232
16 O 2.02 0.94 -0.19  -0.377
17 H 2.28 1.20 -1.08  0.261
18 H 2.82 0.96 0.34  0.234

Properties
* lowest unoccupied orbital energy (spin up / spin down): 0.167 / 0.159 hartree
* net charge: -2
* <S²>: 8.76
* spin multiplicity: 6
* HOMO-LUMO gap (spin up / spin down): 3.54 / 3.39 eV

---

Short version: energy relative to the best compared isomer or geometry (same formula, charge and spin) = 54.8, 73.7, 24.7, 20.6, 68.0, 41.5 kcal per mole, in the order given.